{"formula": "C17H26MnNS4", "method": "the ωB97M-V functional and the def2-TZVPD basis", "charge": 2, "gap_ha": [0.1513, 0.2432], "multiplicity": 5, "max_force_ev_per_a": 0.98, "s2": 6.434, "energy_ev": -94186.3257, "elements": ["Mn", "C", "C", "C", "C", "C", "C", "C", "C", "C", "C", "H", "H", "H", "H", "H", "H", "H", "H", "H", "H", "H", "H", "H", "H", "C", "C", "S", "C", "C", "S", "C", "C", "S", "H", "H", "H", "H", "H", "H", "H", "H", "H", "H", "H", "H", "S", "C", "N"], "xyz": [[-1.07589, -0.27432, 0.06792], [0.27182, 4.09170, -0.89506], [0.63549, 3.33697, 0.38449], [2.11434, 2.94906, 0.36659], [-0.35218, 2.23211, 0.73238], [-1.57673, 2.11118, 0.06914], [-2.66806, 1.40472, 0.64016], [-2.53586, 0.69392, 1.83403], [-3.72001, 0.11843, 2.55668], [-1.23243, 0.61935, 2.36650], [-0.18245, 1.40121, 1.85254], [0.98760, 4.89790, -1.04812], [-0.71734, 4.55315, -0.85503], [0.32325, 3.43756, -1.77345], [0.50026, 4.03074, 1.22333], [2.35467, 2.37056, -0.53068], [2.43153, 2.38195, 1.24218], [2.70818, 3.86203, 0.33428], [-1.75793, 2.68457, -0.82721], [-3.64020, 1.48064, 0.17312], [-4.06458, 0.85880, 3.28339], [-3.46594, -0.78977, 3.10115], [-4.54393, -0.09961, 1.88234], [-1.07545, 0.06189, 3.28228], [0.75367, 1.42912, 2.39649], [2.52618, -1.20732, -2.55362], [3.01466, -0.77556, -1.17167], [1.75933, -0.35978, 0.09751], [1.83473, -1.73588, 1.26196], [1.24428, -3.01943, 0.72053], [-0.48655, -2.78619, 0.25184], [-0.54389, -3.48903, -1.42988], [0.14013, -2.71523, -2.56319], [1.94375, -2.92302, -2.69584], [3.37065, -1.13390, -3.23897], [1.75730, -0.53890, -2.93922], [3.61892, 0.12831, -1.25297], [3.64152, -1.54822, -0.72547], [1.29823, -1.38894, 2.14840], [2.87261, -1.88350, 1.55545], [1.25023, -3.80911, 1.47384], [1.77282, -3.35684, -0.16545], [-1.60618, -3.61807, -1.63015], [-0.11653, -4.48784, -1.31461], [-0.04333, -1.65760, -2.47159], [-0.30816, -3.04324, -3.49957], [-2.51984, -0.69884, -1.69103], [-3.24420, -1.59590, -0.46542], [-3.64850, -2.19978, 0.43965]]}